Record 1
Below is C18H41N6OP2Y as an isolated structure at a distorted geometry, with properties calculated with ωB97M-V/def2-TZVPD.

Geometry as XYZ:
```
69
Properties=species:S:1:pos:R:3:forces:R:3
Y 0.690 -0.998 0.527 -3.4 1.5 -1.9
P -0.229 -2.123 -1.960 0.2 0.1 0.7
P -0.504 2.752 0.716 -0.7 0.3 0.8
N 1.666 -0.093 -1.152 -0.2 0.1 0.8
C 1.274 -1.787 -2.988 -0.2 -0.2 -0.3
H 1.911 -2.685 -3.011 -0.3 0.2 -0.2
H 0.933 -1.589 -4.015 0.2 -0.2 0.3
C 2.095 -0.581 -2.472 0.2 0.4 0.3
H 3.156 -0.883 -2.417 -0.4 0.2 -0.1
H 2.041 0.237 -3.216 0.0 -0.3 0.3
C 1.277 1.320 -1.160 0.1 0.5 -1.1
H 0.352 1.477 -1.763 0.3 -0.1 0.3
H 2.069 1.885 -1.697 -0.4 -0.1 0.2
C 1.121 2.016 0.235 0.2 -0.6 0.0
H 1.837 2.857 0.238 -0.4 -0.2 0.3
H 1.486 1.337 1.047 -0.4 0.8 -0.4
C -0.212 3.522 2.352 0.5 0.3 -0.1
C 0.371 2.503 3.346 0.0 -0.1 0.2
H 1.392 2.197 3.085 -0.2 0.1 0.0
H -0.250 1.599 3.426 0.0 0.2 0.0
H 0.419 2.961 4.343 0.0 -0.1 -0.3
C -0.960 4.023 -0.500 0.1 0.1 -0.5
C -2.450 4.400 -0.481 -0.2 0.0 0.1
H -2.646 5.098 -1.307 0.1 -0.2 0.2
H -2.740 4.907 0.449 0.1 -0.2 -0.3
H -3.097 3.527 -0.630 0.1 0.2 0.0
C -1.584 -2.714 -3.054 -0.1 0.1 -0.3
C -2.764 -3.289 -2.255 -0.1 0.1 0.0
H -3.621 -3.415 -2.931 0.2 0.0 0.2
H -3.078 -2.611 -1.453 0.1 -0.1 -0.1
H -2.539 -4.273 -1.820 0.0 0.2 -0.2
C 0.374 -3.557 -0.884 -0.4 0.2 -0.6
C -0.521 -3.777 0.356 0.4 -0.3 0.1
H 0.037 -4.379 1.090 -0.3 0.1 -0.1
H -1.429 -4.334 0.084 0.2 0.4 0.2
H -0.868 -2.856 0.881 -0.1 -0.3 -0.3
C -1.855 1.531 1.019 -0.9 0.0 -0.7
C -0.069 5.271 -0.410 0.1 0.1 0.0
H 0.999 5.029 -0.479 -0.2 0.1 0.0
H -0.313 5.932 -1.252 0.1 -0.2 0.2
H -0.245 5.832 0.519 0.0 -0.2 -0.3
C -1.154 -3.636 -4.197 -0.1 -0.1 -0.2
H -2.019 -3.802 -4.854 0.2 0.0 0.1
H -0.360 -3.193 -4.807 -0.1 -0.1 0.1
H -0.821 -4.617 -3.841 -0.1 0.3 -0.1
C 0.584 -4.854 -1.673 0.5 -0.5 0.5
H 1.170 -5.552 -1.055 -0.2 0.0 -0.2
H -0.367 -5.353 -1.902 0.2 0.3 0.1
H 1.147 -4.703 -2.603 -0.2 0.0 0.3
C -1.458 4.207 2.925 -0.1 0.1 0.1
H -2.303 3.513 3.026 0.2 0.2 0.0
H -1.215 4.572 3.931 -0.1 -0.1 -0.2
H -1.781 5.076 2.337 0.1 -0.3 0.1
H 0.550 4.295 2.151 -0.2 -0.2 0.2
H 1.380 -3.225 -0.538 0.0 -0.1 -0.1
H -0.756 3.525 -1.464 -0.1 0.1 0.2
H -1.929 -1.765 -3.507 0.1 -0.3 0.2
O -1.241 0.274 1.045 1.0 -0.3 0.3
H -2.766 1.646 0.394 1.2 -0.6 -1.9
H -2.636 1.939 1.758 2.2 -0.9 1.3
N 2.059 -3.069 4.435 -0.4 0.4 -0.1
N 2.150 -1.808 3.859 2.5 -0.7 -2.5
N 3.330 -1.114 4.018 -2.4 0.0 -0.5
C 3.331 -0.343 2.935 -0.1 -0.3 0.1
N 2.315 -0.602 2.081 0.5 -1.6 2.3
N 1.626 -1.642 2.637 1.3 1.7 2.0
H 1.096 -3.381 4.397 -0.1 0.0 0.2
H 2.442 -3.048 5.371 0.0 0.1 0.2
H 4.101 0.388 2.736 -0.1 0.0 0.0
```
Positions in Å, forces in eV/Å.

- HOMO energy: -13.21 eV
- Maximum force: 4.19 eV/Å
- Total charge: +2
- Energy relative to the best compared isomer or geometry (same formula, charge and spin): 0.0 kcal/mol
- Frontier orbital gap: 6.3 eV
- E: -1834.6814 a.u.

=====

Record 2
Below is C18H42AsF6O15 as an isolated structure at a distorted geometry, with properties calculated with ωB97M-V/def2-TZVPD.

Geometry as XYZ:
```
82
Properties=species:S:1:pos:R:3:forces:R:3
As -20.816 -8.005 1.530 -3.0 1.8 0.7
F -20.990 -6.184 1.195 -0.2 -2.9 1.7
F -21.370 -8.266 -0.215 -5.7 -6.5 5.7
F -20.627 -9.747 1.730 2.8 5.5 -0.4
F -20.231 -7.800 3.216 2.1 5.2 -4.8
F -22.505 -8.082 2.151 4.9 2.8 -0.9
F -19.142 -8.072 0.891 -11.9 5.6 2.9
C -20.814 -6.880 -3.339 -0.3 0.0 0.7
O -21.491 -7.312 -2.184 -6.6 -1.7 -7.1
H -19.763 -7.165 -3.399 0.5 0.2 0.6
H -21.179 -7.349 -4.252 -0.7 0.2 0.1
H -20.951 -5.800 -3.300 0.5 0.1 -1.3
H -21.014 -7.170 -1.363 -1.6 0.9 -2.7
C -20.949 -4.912 -1.088 -0.7 0.8 0.0
O -22.319 -5.022 -1.493 -0.1 2.3 -0.1
H -20.685 -5.824 -0.553 -0.1 2.7 -0.7
H -20.349 -4.760 -1.986 0.4 0.1 0.2
H -20.810 -4.051 -0.435 -0.4 0.2 -0.1
H -22.462 -5.834 -1.984 0.5 -0.8 -0.1
C -18.636 -7.038 -0.774 2.2 2.1 -3.4
O -20.037 -7.174 -0.893 14.5 1.6 3.8
H -18.260 -6.192 -1.349 -0.4 0.3 -0.1
H -18.257 -6.986 0.247 0.6 1.8 -2.1
H -18.204 -7.894 -1.292 0.3 -0.2 0.2
H -20.268 -7.743 -0.155 2.4 1.3 -3.9
C -18.693 -6.431 2.821 0.9 3.8 -0.5
O -18.029 -7.445 3.466 0.6 -0.5 1.0
H -19.251 -6.628 1.906 1.5 0.9 1.1
H -19.395 -5.861 3.431 0.2 0.1 0.3
H -17.923 -5.722 2.518 0.2 0.3 0.1
H -18.643 -7.923 4.028 0.3 0.1 0.2
C -21.979 -10.238 3.610 -0.4 -0.3 3.4
O -21.158 -9.193 4.148 -3.4 -4.8 1.8
H -22.389 -10.735 4.489 -0.1 -0.5 -0.2
H -22.835 -9.824 3.076 0.4 -0.7 1.0
H -21.377 -10.920 3.011 -0.8 -0.2 1.2
H -20.982 -8.643 3.381 -2.0 -2.9 3.3
C -23.739 -7.002 0.097 1.3 2.5 -1.4
O -23.898 -5.557 0.333 -1.8 -1.9 2.2
H -24.436 -7.634 0.648 0.0 0.5 -1.0
H -23.737 -7.076 -0.990 -0.7 -0.9 0.0
H -22.718 -7.295 0.341 -1.8 0.8 -0.2
H -23.368 -5.067 -0.299 0.6 -0.2 -0.7
C -17.905 -10.271 2.433 0.7 -0.3 -0.4
C -17.618 -9.338 1.253 1.8 -3.4 1.9
C -16.667 -8.214 1.514 0.6 -0.6 0.8
O -15.805 -8.299 0.405 2.0 1.0 -0.7
C -16.192 -9.189 -0.500 -2.1 -0.4 -1.6
O -15.953 -9.184 -1.698 0.4 -0.3 2.5
O -17.153 -9.982 0.081 1.5 -0.4 -1.2
H -18.772 -10.925 2.338 0.2 0.0 -0.5
H -18.138 -9.677 3.316 0.5 -0.2 -0.1
H -17.022 -10.899 2.553 0.1 -0.1 0.6
H -18.562 -8.860 0.991 5.7 -7.6 0.7
H -16.190 -8.362 2.483 0.7 0.1 -0.3
H -17.091 -7.211 1.545 0.3 -0.3 -0.3
C -21.140 -11.367 -0.553 0.7 0.7 0.1
C -21.823 -11.283 0.798 -1.4 -1.4 -2.4
C -22.886 -10.229 0.979 -1.0 -1.2 -0.3
O -23.850 -11.034 1.657 -3.6 4.0 1.8
C -23.711 -12.296 1.550 -2.4 -2.4 1.4
O -24.438 -13.183 1.976 0.7 1.4 -0.5
O -22.650 -12.466 0.896 4.9 -2.9 -2.2
H -20.300 -10.674 -0.498 0.4 -0.3 -0.2
H -21.694 -11.008 -1.421 -0.6 -0.1 0.3
H -20.796 -12.377 -0.779 0.1 0.1 0.3
H -21.132 -11.094 1.619 -0.9 -3.3 -1.2
H -23.373 -9.836 0.086 0.2 -0.1 -0.2
H -22.616 -9.444 1.685 -1.1 -2.4 -2.2
C -22.450 -5.944 4.000 1.0 -0.9 -0.2
C -23.853 -6.129 3.413 -1.2 0.9 -0.6
C -24.523 -7.449 3.017 1.3 -0.5 -0.3
O -25.614 -7.680 3.841 -0.8 0.5 2.3
C -25.754 -6.627 4.682 -1.8 0.8 2.7
O -26.601 -6.525 5.619 3.5 -0.4 -4.1
O -24.807 -5.676 4.363 -1.8 0.1 1.7
H -21.634 -6.311 3.376 -0.8 0.9 -0.6
H -22.106 -6.523 4.857 -1.2 -0.1 0.7
H -22.228 -4.897 4.209 -0.4 0.0 -0.1
H -23.976 -5.543 2.502 0.5 0.6 0.3
H -23.637 -8.074 3.131 -2.6 -1.2 1.1
H -24.954 -7.476 2.016 0.5 0.3 0.6
```
Positions in Å, forces in eV/Å.

- HOMO energy: -6.84 eV
- Maximum force: 15.07 eV/Å
- Total charge: -1
- Energy relative to the best compared isomer or geometry (same formula, charge and spin): 564.3 kcal/mol
- Frontier orbital gap: 6.7 eV
- E: -4673.8046 a.u.

=====

Record 3
Below is C18H42Hg3N2O14 as an isolated structure at a distorted geometry, with properties calculated with ωB97M-V/def2-TZVPD.

Geometry as XYZ:
```
79
Properties=species:S:1:pos:R:3:forces:R:3
Hg 0.896 2.609 0.270 -1.2 1.1 1.0
Hg -2.273 -2.772 -0.427 0.9 0.7 0.6
Hg -2.612 1.763 -1.175 0.0 0.8 0.8
C -1.628 3.776 0.273 0.8 -2.9 2.2
O -0.818 3.894 1.281 -0.2 0.9 -0.8
O -1.074 3.423 -0.857 0.4 0.4 -1.5
O -2.867 3.520 0.426 -0.4 0.2 -0.7
C -1.033 -0.343 0.047 0.9 -0.2 -0.5
O -2.253 -0.441 -0.464 -0.6 0.3 -0.3
O -0.478 -1.452 0.318 0.2 0.6 0.2
O -0.507 0.809 0.106 -0.3 -0.5 0.2
C -2.054 1.330 -4.342 1.0 0.0 0.0
C -2.723 0.071 -3.870 -0.3 -0.4 -1.6
O -3.786 0.400 -2.983 0.4 -0.2 0.2
O -1.287 1.841 -3.231 -0.3 -0.3 -0.4
H -2.774 2.061 -4.711 -0.1 0.0 0.2
H -1.366 1.113 -5.166 -0.1 -0.2 0.0
H -2.022 -0.679 -3.485 0.0 0.5 0.6
H -3.093 -0.425 -4.779 -0.3 0.2 0.2
H -4.590 -0.038 -3.280 -0.2 0.2 0.2
H -0.789 2.626 -3.491 -0.2 0.1 0.3
C 0.248 -2.344 3.464 0.0 -0.1 1.0
C 0.970 -3.002 4.625 -0.3 -0.7 0.0
O 2.364 -2.791 4.624 -0.1 0.2 0.0
O 0.737 -2.900 2.262 -0.1 0.4 -0.5
H 0.398 -1.261 3.580 0.1 0.0 -0.5
H -0.830 -2.532 3.586 0.0 0.0 0.0
H 0.775 -4.082 4.573 0.1 0.0 -0.1
H 0.548 -2.688 5.585 0.0 0.3 -0.1
H 2.598 -2.266 3.852 0.0 -0.1 0.0
H 0.451 -2.318 1.528 0.2 -0.2 0.3
C 0.151 -2.950 -2.671 0.8 -1.7 0.0
O -0.481 -3.692 -1.617 -0.9 0.2 -0.2
C 0.130 -4.867 -1.090 0.7 0.6 0.7
C -0.863 -5.538 -0.164 -0.5 0.0 -0.3
N -1.497 -4.619 0.821 -0.5 -1.3 0.2
C -2.803 -5.181 1.283 -0.5 1.0 -0.5
C -3.594 -4.140 2.061 0.8 0.4 1.5
O -3.716 -2.913 1.347 -0.3 -0.5 -0.2
C -4.229 -1.806 2.109 -0.6 0.1 -0.5
H 0.544 -2.012 -2.291 -0.4 0.3 -0.1
H -0.545 -2.956 -3.506 0.0 0.7 0.0
H 1.006 -3.545 -3.009 0.0 0.2 0.0
H 1.018 -4.572 -0.520 0.1 0.0 -0.2
H 0.407 -5.528 -1.911 0.0 -0.1 0.1
H -0.397 -6.356 0.384 0.1 -0.2 -0.3
H -1.653 -5.909 -0.824 -0.1 -0.3 0.3
H -0.908 -4.653 1.654 0.4 1.1 -0.2
H -2.709 -6.046 1.939 0.1 -0.2 -0.3
H -3.354 -5.403 0.365 -0.1 -0.5 0.2
H -3.054 -3.883 2.986 0.2 -0.2 -0.1
H -4.540 -4.528 2.447 -0.3 0.0 -0.6
H -4.134 -0.939 1.459 0.1 0.1 0.1
H -3.698 -1.650 3.046 0.2 -0.2 -0.1
H -5.292 -1.979 2.285 0.0 0.0 0.2
C 1.998 0.946 -2.397 0.2 -0.4 -0.3
O 1.861 2.191 -1.732 0.3 0.0 -1.0
C 2.811 3.170 -2.159 -0.2 0.2 -0.6
C 2.588 4.488 -1.431 1.1 -1.0 1.2
N 2.487 4.247 0.045 -0.9 0.3 -0.4
C 2.180 5.522 0.744 -0.3 -0.1 2.0
C 3.150 5.706 1.908 0.5 1.0 -0.3
O 4.418 5.984 1.321 0.1 -0.6 0.0
C 5.545 5.426 1.986 -0.4 -0.1 -0.1
H 1.712 0.984 -3.451 -0.2 0.4 0.0
H 1.352 0.233 -1.893 0.0 0.0 0.1
H 3.037 0.609 -2.376 0.0 0.0 0.2
H 2.680 3.380 -3.227 0.0 -0.2 0.0
H 3.809 2.740 -2.037 0.1 0.3 0.2
H 1.698 5.026 -1.743 -0.1 -0.2 -0.1
H 3.474 5.109 -1.576 -0.1 0.2 -0.3
H 3.314 3.841 0.470 0.4 0.3 -0.5
H 1.180 5.484 1.183 -0.1 -0.1 -0.3
H 2.236 6.407 0.115 0.2 -0.2 -0.4
H 3.164 4.863 2.609 0.1 -0.3 -0.3
H 2.902 6.584 2.512 -0.5 -0.1 -0.1
H 6.391 5.597 1.327 0.1 0.0 0.2
H 5.378 4.348 2.114 0.2 0.0 0.1
H 5.722 5.875 2.967 0.0 0.1 -0.1
```
Positions in Å, forces in eV/Å.

- HOMO energy: -13.38 eV
- Maximum force: 3.74 eV/Å
- Total charge: +2
- Energy relative to the best compared isomer or geometry (same formula, charge and spin): 0.0 kcal/mol
- Frontier orbital gap: 6.4 eV
- E: -2333.4992 a.u.